Entry 1:
Entry from the Open Molecules 2025 dataset: a gas-phase ion, C2H8N3 (charge +1) at a distorted geometry (the ωB97M-V functional and the def2-TZVPD basis).

Its SMILES is N[C@@H]1[NH2+][C@H]1N. The LUMO energy is -2.902 eV. For the highest occupied orbital energy, the calculation gives -0.536 Eh. The total energy comes out at -244.97383 Ha. The relative energy (zero: lowest compared OMol25 entry of this formula, charge and spin) is 58.8 kcal per mole. For the HOMO-LUMO gap, the calculation gives 11.67 eV.

```
! RIJCOSX wB97M-V def2-TZVPD def2/J DEFGRID3
* xyz 1 1
N -1.7759 0.6095 0.0780
C -0.5449 0.3236 -0.3532
N -0.0959 -1.1987 0.0637
C 0.6185 0.3153 0.4764
N 1.8250 0.4365 -0.1261
H -2.6227 0.4088 -0.4186
H -1.7467 0.7544 1.0597
H -0.4309 0.4307 -1.4137
H -0.7339 -1.7012 0.6098
H 0.4930 -1.8739 -0.5920
H 0.5040 0.4229 1.5431
H 2.7648 0.3379 0.1968
H 1.7457 0.7342 -1.1240
*
```



Entry 2:
Entry from the Open Molecules 2025 dataset: a single C3H6O2 molecule (the ωB97M-V functional and the def2-TZVPD basis).

Its SMILES is CC(=O)CO. The LUMO energy is 0.884 eV. For the highest occupied orbital energy, the calculation gives -0.368 Eh. The total energy comes out at -268.37402 Ha. The relative energy (zero: lowest compared OMol25 entry of this formula, charge and spin) is 19.6 kcal per mole. For the HOMO-LUMO gap, the calculation gives 10.89 eV.

```
! RIJCOSX wB97M-V def2-TZVPD def2/J DEFGRID3
* xyz 0 1
C 1.5147 0.1440 -0.2701
C 0.1504 0.3314 0.3452
O -0.0008 0.9052 1.4056
C -1.0846 -0.2429 -0.3412
O -1.9773 -0.7490 0.6114
H 2.0660 1.0873 -0.2829
H 1.4756 -0.2863 -1.2735
H 2.0668 -0.5452 0.3794
H -0.8281 -1.0374 -1.0494
H -1.5311 0.5864 -0.9220
H -1.8518 -0.1935 1.3975
*
```



Entry 3:
Entry from the Open Molecules 2025 dataset: a molecular structure, C18H14N4O5PtS2 at a distorted geometry (the ωB97M-V functional and the def2-TZVPD basis).

The LUMO energy is -0.053 eV. For the highest occupied orbital energy, the calculation gives -0.300 Eh. The total energy comes out at -2205.34514 Ha. The relative energy (zero: lowest compared OMol25 entry of this formula, charge and spin) is 0.0 kcal per mole. For the HOMO-LUMO gap, the calculation gives 8.12 eV.

```
! RIJCOSX wB97M-V def2-TZVPD def2/J DEFGRID3
* xyz 0 1
Pt 0.0813 0.5588 -0.5539
O 6.0826 -0.6605 -0.6936
C 4.7454 -0.4999 -0.7332
C 3.8680 -1.5451 -0.9569
C 2.5003 -1.3186 -0.9992
N 2.0176 -0.0911 -0.7517
C 2.8747 0.9413 -0.5887
C 4.2345 0.7878 -0.5711
C 2.2551 2.3262 -0.5263
O 2.9362 3.3064 -0.3306
O 0.9636 2.3527 -0.7234
C 1.5904 -2.5200 -1.4123
O 2.1535 -3.6159 -1.2836
O 0.4660 -2.2304 -1.8415
H 6.3019 -1.5872 -0.8447
H 4.1966 -2.5612 -1.1367
H 4.8714 1.6507 -0.4458
C -0.9126 4.4445 0.7385
N -1.2954 3.3465 1.6175
C -1.2456 3.3593 2.9963
C -1.6799 2.1574 3.4312
N -1.9968 1.4323 2.3040
C -1.7509 2.1580 1.1949
S -1.9947 1.6449 -0.4213
H -0.3318 5.1561 1.3188
H -1.8032 4.9281 0.3416
H -0.3038 4.0462 -0.0699
H -0.8980 4.2175 3.5414
H -1.7881 1.7643 4.4246
H -2.3278 0.4826 2.2557
S -1.2939 -3.1899 1.5270
C -0.4773 -1.7259 1.1679
N -0.8871 -1.1023 0.1088
C -1.8944 -1.7980 -0.5458
C -2.4804 -1.4457 -1.7591
C -3.4623 -2.2635 -2.2654
C -3.8592 -3.4262 -1.5904
C -3.2678 -3.7994 -0.4040
C -2.2728 -2.9706 0.1084
H 0.3249 -1.3586 1.7894
H -2.1328 -0.5723 -2.2905
H -3.9241 -2.0175 -3.2116
H -4.6307 -4.0516 -2.0186
H -3.5527 -4.7102 0.1038
*
```